No. 1
Density functional theory data (ωB97M-V/def2-TZVPD) for 10 unconnected molecules or ions with the total composition C37H49Br2ClF3N2O34PS in a non-equilibrium geometry.

Cartesian coordinates (Å):
N (6.467, -2.407, 2.110)
C (5.840, -1.437, 2.107)
O (5.189, -0.311, 2.058)
C (5.158, 0.409, 0.790)
P (4.337, -0.730, -0.427)
N (5.249, -1.865, -0.923)
O (3.780, 0.205, -1.607)
O (3.108, -1.327, 0.395)
O (6.471, 0.770, 0.493)
S (6.977, 1.791, 1.696)
O (7.601, 2.893, 1.060)
O (7.687, 1.059, 2.674)
O (5.523, 2.166, 2.224)
C (4.517, 1.783, 1.202)
C (4.612, 2.929, 0.191)
C (3.512, 3.047, -0.886)
C (4.058, 3.035, -2.316)
Cl (4.146, 4.677, -3.004)
C (3.181, 1.595, 1.894)
C (2.414, 2.866, 2.332)
C (0.911, 2.536, 2.397)
F (0.745, 1.302, 2.947)
Br (0.073, 3.845, 3.563)
C (0.216, 2.511, 1.007)
F (0.715, 3.487, 0.244)
F (0.424, 1.320, 0.422)
Br (-1.733, 2.734, 1.039)
H (5.390, -1.851, -1.925)
H (3.225, -0.359, -2.169)
H (2.998, -0.965, 1.290)
H (4.567, 3.826, 0.802)
H (5.578, 2.948, -0.300)
H (3.019, 4.008, -0.775)
H (2.737, 2.298, -0.785)
H (3.438, 2.435, -2.970)
H (5.053, 2.604, -2.367)
H (3.265, 0.988, 2.798)
H (2.541, 1.043, 1.204)
H (2.689, 3.063, 3.363)
H (2.582, 3.730, 1.702)
O (3.486, 0.448, 4.661)
C (3.387, -0.731, 4.842)
O (3.099, -1.307, 6.021)
C (2.804, -2.703, 5.769)
C (3.538, -2.952, 4.471)
O (3.526, -1.646, 3.873)
H (3.156, -3.324, 6.588)
H (1.726, -2.813, 5.668)
H (4.574, -3.257, 4.626)
H (3.049, -3.664, 3.825)
O (1.004, -3.611, 3.404)
C (0.667, -4.077, 2.357)
O (0.044, -3.382, 1.389)
C (0.023, -4.189, 0.202)
C (0.150, -5.589, 0.772)
O (0.873, -5.353, 1.989)
H (-0.898, -4.027, -0.351)
H (0.874, -3.911, -0.422)
H (-0.816, -6.030, 1.020)
H (0.701, -6.270, 0.130)
O (-4.706, -3.291, 2.564)
C (-3.918, -2.405, 2.445)
O (-3.042, -2.284, 1.424)
C (-2.448, -0.981, 1.509)
C (-2.611, -0.644, 2.967)
O (-3.793, -1.375, 3.321)
H (-1.405, -1.019, 1.200)
H (-2.992, -0.302, 0.856)
H (-1.780, -0.999, 3.579)
H (-2.750, 0.420, 3.142)
O (-0.842, 6.280, -4.977)
C (-1.200, 5.652, -4.032)
O (-2.290, 5.932, -3.287)
C (-2.524, 4.831, -2.399)
C (-1.147, 4.204, -2.302)
O (-0.567, 4.552, -3.565)
H (-2.907, 5.183, -1.445)
H (-3.256, 4.163, -2.853)
H (-0.543, 4.641, -1.508)
H (-1.176, 3.125, -2.179)
O (-4.457, -0.262, -0.579)
C (-5.486, -0.864, -0.485)
O (-5.560, -2.196, -0.337)
C (-6.909, -2.535, 0.006)
C (-7.685, -1.361, -0.557)
O (-6.709, -0.304, -0.491)
H (-7.186, -3.487, -0.436)
H (-6.982, -2.609, 1.091)
H (-7.971, -1.509, -1.599)
H (-8.566, -1.109, 0.025)
O (0.658, 3.059, -10.473)
C (0.304, 3.748, -9.567)
O (0.768, 3.648, -8.305)
C (0.285, 4.776, -7.558)
C (-0.948, 5.172, -8.343)
O (-0.617, 4.728, -9.667)
H (0.070, 4.496, -6.533)
H (1.050, 5.552, -7.561)
H (-1.843, 4.644, -8.010)
H (-1.140, 6.240, -8.333)
O (-10.004, -1.960, 1.822)
C (-9.795, -3.063, 2.214)
O (-9.992, -3.485, 3.479)
C (-9.841, -4.910, 3.508)
C (-8.967, -5.163, 2.296)
O (-9.317, -4.067, 1.440)
H (-9.385, -5.222, 4.443)
H (-10.827, -5.369, 3.418)
H (-7.902, -5.102, 2.526)
H (-9.173, -6.110, 1.804)
O (2.496, -2.244, 11.796)
C (2.521, -1.472, 10.897)
O (1.441, -0.793, 10.433)
C (1.896, 0.200, 9.509)
C (3.220, -0.375, 9.049)
O (3.627, -1.147, 10.186)
H (1.179, 0.328, 8.702)
H (2.010, 1.147, 10.039)
H (3.112, -1.033, 8.192)
H (3.960, 0.388, 8.819)
O (-1.647, -2.993, -11.158)
C (-0.858, -2.123, -11.340)
O (0.023, -2.086, -12.369)
C (0.639, -0.793, -12.385)
C (0.473, -0.338, -10.950)
O (-0.715, -1.035, -10.550)
H (1.677, -0.870, -12.697)
H (0.101, -0.156, -13.088)
H (1.299, -0.660, -10.314)
H (0.347, 0.735, -10.854)

Results
SMILES: N#CO[C@]1(P(=N)(O)O)OS(=O)(=O)O[C@]1(CCCCl)CC[C@@](F)(Br)C(F)(F)Br.O=C1OCCO1.O=C1OCCO1.O=C1OCCO1.O=C1OCCO1.O=C1OCCO1.O=C1OCCO1.O=C1OCCO1.O=C1OCCO1.O=C1OCCO1
E_tot (eV): -292643.03227
E_LUMO (eV): -0.455
Strongest force on any atom (hartree/bohr): 0.04713

---

No. 2
Density functional theory data (ωB97M-V/def2-TZVPD) for a molecular structure, C37H49N9O2TeZr.

Cartesian coordinates (Å):
Zr (-0.153, -0.664, 0.313)
C (-1.617, -5.037, -3.691)
C (-1.475, -3.689, -4.402)
C (-1.567, -2.544, -3.445)
C (-2.630, -1.736, -3.196)
C (-3.958, -1.718, -3.881)
C (-3.993, -0.739, -5.057)
C (-2.206, -0.808, -2.170)
C (-2.928, 0.297, -1.777)
C (-2.457, 1.312, -0.956)
C (-3.141, 2.564, -0.751)
C (-4.483, 2.916, -1.309)
C (-5.615, 2.336, -0.457)
C (-2.343, 3.310, 0.060)
C (-1.180, 2.503, 0.345)
C (-0.131, 2.920, 1.144)
C (1.025, 2.208, 1.419)
N (1.304, 0.951, 0.948)
C (2.599, 0.704, 1.306)
C (3.370, -0.320, 0.772)
C (3.003, -1.113, -0.295)
N (1.767, -1.138, -0.888)
C (1.850, -2.098, -1.853)
C (0.793, -2.579, -2.608)
C (-0.505, -2.111, -2.565)
N (-0.928, -1.093, -1.762)
C (3.189, -2.641, -1.932)
C (3.905, -2.039, -0.947)
C (5.352, -2.211, -0.614)
C (6.225, -1.134, -1.262)
C (3.655, -3.637, -2.944)
C (3.888, -3.004, -4.318)
C (3.114, 1.767, 2.127)
C (2.135, 2.718, 2.181)
C (2.195, 4.075, 2.808)
C (2.546, 5.171, 1.797)
C (4.497, 1.825, 2.693)
C (5.531, 2.348, 1.692)
N (-1.280, 1.280, -0.267)
C (-2.550, 4.723, 0.506)
C (-1.796, 5.722, -0.373)
H (-1.524, -5.865, -4.394)
H (-2.586, -5.110, -3.198)
H (-0.852, -5.151, -2.921)
H (-2.252, -3.587, -5.163)
H (-0.523, -3.651, -4.939)
H (-4.741, -1.467, -3.161)
H (-4.191, -2.724, -4.236)
H (-3.771, 0.276, -4.727)
H (-4.972, -0.737, -5.537)
H (-3.246, -1.010, -5.805)
H (-3.909, 0.425, -2.214)
H (-4.565, 2.551, -2.336)
H (-4.582, 4.002, -1.371)
H (-5.536, 1.250, -0.391)
H (-6.591, 2.586, -0.874)
H (-5.567, 2.725, 0.560)
H (-0.206, 3.912, 1.572)
H (4.378, -0.431, 1.148)
H (1.008, -3.378, -3.305)
H (5.683, -3.198, -0.943)
H (5.489, -2.197, 0.470)
H (6.142, -1.171, -2.348)
H (7.275, -1.269, -0.995)
H (5.917, -0.137, -0.943)
H (2.927, -4.448, -3.029)
H (4.579, -4.101, -2.594)
H (2.976, -2.537, -4.693)
H (4.213, -3.751, -5.043)
H (4.653, -2.228, -4.261)
H (2.933, 4.068, 3.613)
H (1.238, 4.309, 3.283)
H (3.528, 4.994, 1.357)
H (2.557, 6.153, 2.272)
H (1.823, 5.194, 0.981)
H (4.789, 0.832, 3.044)
H (4.494, 2.467, 3.576)
H (5.572, 1.718, 0.802)
H (6.526, 2.373, 2.138)
H (5.278, 3.357, 1.367)
H (-2.238, 4.838, 1.548)
H (-3.618, 4.951, 0.489)
H (-0.728, 5.497, -0.388)
H (-1.926, 6.744, -0.014)
H (-2.154, 5.673, -1.402)
N (-1.115, 0.525, 2.603)
N (-1.462, -0.425, 3.604)
C (-1.606, -1.713, 2.968)
N (-2.049, -2.639, 3.945)
N (-0.288, -1.868, 2.320)
N (-0.055, -2.990, 1.740)
O (-0.415, -4.094, 2.079)
O (0.579, -2.793, 0.629)
H (-0.503, 1.212, 3.022)
H (-1.944, 0.977, 2.229)
H (-2.351, -0.194, 4.033)
H (-1.361, -2.731, 4.686)
H (-2.223, -3.545, 3.535)
Te (-2.892, -1.583, 1.183)

Results
E_tot (eV): -65246.23755
ΔE to the lowest compared entry with this formula, charge and spin (kcal/mol): 16.0
E_LUMO (eV): -1.029
Strongest force on any atom (hartree/bohr): 0.01635

---

No. 3
Density functional theory data (ωB97M-V/def2-TZVPD) for a molecular structure, C37H50GeN3PPtS.

Cartesian coordinates (Å):
Pt (0.287, 0.270, 0.500)
C (1.733, 3.595, -1.159)
C (1.224, 3.876, 0.257)
C (0.700, 5.310, 0.387)
P (-0.036, 2.636, 0.764)
C (-0.699, 3.182, 2.369)
C (0.424, 3.147, 3.413)
C (-1.905, 2.359, 2.812)
C (-1.384, 2.758, -0.460)
C (-2.300, 3.782, -0.486)
C (-3.286, 3.873, -1.490)
C (-4.282, 4.995, -1.500)
C (-3.311, 2.889, -2.497)
C (-2.431, 1.843, -2.492)
C (-1.458, 1.738, -1.455)
N (-0.628, 0.698, -1.351)
C (-0.525, -0.284, -2.405)
C (0.168, 0.056, -3.568)
C (0.802, 1.419, -3.740)
C (0.265, -0.895, -4.578)
C (-0.299, -2.162, -4.462)
C (-0.184, -3.175, -5.576)
C (-0.976, -2.461, -3.287)
C (-1.109, -1.543, -2.250)
C (-1.913, -1.925, -1.028)
H (2.499, 4.328, -1.417)
H (0.926, 3.688, -1.891)
H (2.175, 2.605, -1.247)
H (2.042, 3.723, 0.965)
H (-0.196, 5.471, -0.217)
H (1.469, 5.988, 0.008)
H (0.493, 5.597, 1.419)
H (-1.009, 4.218, 2.215)
H (0.789, 2.126, 3.554)
H (0.038, 3.498, 4.372)
H (1.274, 3.781, 3.149)
H (-1.607, 1.347, 3.068)
H (-2.687, 2.306, 2.048)
H (-2.340, 2.810, 3.707)
H (-2.278, 4.545, 0.284)
H (-4.215, 5.608, -0.604)
H (-5.298, 4.608, -1.583)
H (-4.119, 5.639, -2.369)
H (-4.057, 2.957, -3.282)
H (-2.481, 1.069, -3.247)
H (1.406, 1.681, -2.868)
H (0.052, 2.205, -3.867)
H (1.439, 1.438, -4.624)
H (0.789, -0.626, -5.493)
H (-0.183, -2.688, -6.552)
H (-1.006, -3.891, -5.550)
H (0.748, -3.743, -5.496)
H (-1.447, -3.438, -3.180)
H (-2.488, -2.830, -1.221)
H (-2.611, -1.138, -0.734)
H (-1.267, -2.125, -0.174)
C (2.257, -3.970, -0.783)
N (2.305, -2.536, -0.457)
C (2.574, -1.471, -1.203)
S (2.554, 0.129, -0.465)
N (2.902, -1.517, -2.485)
C (3.082, -2.652, -3.404)
H (2.177, -4.501, 0.165)
H (3.161, -4.302, -1.280)
H (1.385, -4.219, -1.387)
H (2.142, -2.316, 0.509)
H (3.112, -0.608, -2.859)
H (4.049, -3.131, -3.271)
H (3.029, -2.256, -4.414)
H (2.287, -3.377, -3.294)
Ge (0.591, -1.082, 2.458)
C (-0.710, -1.211, 3.845)
C (-0.317, -1.449, 5.168)
C (-1.274, -1.553, 6.168)
C (-2.623, -1.462, 5.849)
C (-3.025, -1.256, 4.534)
C (-2.071, -1.111, 3.536)
C (1.709, -2.628, 2.623)
C (1.024, -3.850, 2.698)
C (1.741, -5.039, 2.776)
C (3.132, -5.009, 2.800)
C (3.814, -3.799, 2.732)
C (3.107, -2.608, 2.632)
H (-1.155, 0.264, 1.098)
H (0.733, -1.555, 5.422)
H (-0.968, -1.721, 7.194)
H (-3.368, -1.555, 6.631)
H (-4.079, -1.201, 4.289)
H (-2.394, -0.935, 2.516)
H (-0.061, -3.880, 2.714)
H (1.215, -5.985, 2.840)
H (3.689, -5.936, 2.880)
H (4.897, -3.782, 2.761)
H (3.648, -1.670, 2.575)

Results
E_tot (eV): -123525.52580
Net charge: +2
E_LUMO (spin up / spin down) (eV): -6.114 / -7.472
Strongest force on any atom (hartree/bohr): 0.01645
2S+1: 3

---

No. 4
Density functional theory data (ωB97M-V/def2-TZVPD) for a molecular structure, C37H51EuN15O3P3 in a non-equilibrium geometry.

Cartesian coordinates (Å):
Eu (0.726, 1.323, 0.164)
O (1.100, 2.356, 4.433)
C (-0.056, 2.581, 5.019)
C (-0.135, 2.724, 6.406)
C (-1.376, 2.990, 7.019)
C (-2.524, 3.295, 6.259)
C (-2.434, 3.189, 4.901)
C (-1.237, 2.779, 4.261)
C (-1.276, 2.496, 2.787)
O (-0.144, 2.256, 2.149)
N (-2.397, 2.387, 2.243)
N (-2.476, 1.729, 1.075)
C (-3.081, 2.238, 0.046)
C (-3.332, 1.344, -1.127)
C (-3.470, -0.205, -0.767)
C (-3.198, -1.298, -3.053)
C (-3.412, -0.052, -3.842)
C (-3.487, 1.224, -3.483)
N (-3.242, 1.869, -2.247)
H (0.839, 2.295, 3.458)
H (0.755, 2.667, 7.036)
H (-1.436, 3.070, 8.103)
H (-3.403, 3.605, 6.777)
H (-3.238, 3.487, 4.195)
H (-3.356, 3.312, 0.023)
H (-3.057, -0.273, 0.248)
H (-2.366, -1.862, -3.457)
H (-3.579, -0.288, -4.923)
H (-3.580, 1.903, -4.316)
N (1.980, 2.877, -3.225)
C (2.420, 1.581, -2.949)
N (3.430, 1.048, -3.628)
N (3.539, -0.191, -3.116)
N (2.655, -0.394, -2.166)
N (1.910, 0.779, -2.002)
C (1.305, 3.758, -2.346)
N (1.126, 5.007, -2.672)
N (0.527, 5.552, -1.570)
N (0.487, 4.677, -0.610)
N (0.939, 3.478, -1.113)
H (2.358, 3.255, -4.121)
C (2.896, -0.795, 3.122)
P (3.010, -0.525, 1.358)
C (3.011, -2.308, 0.692)
C (4.762, 0.130, 1.246)
C (5.811, -0.779, 1.390)
C (7.151, -0.327, 1.484)
C (7.397, 1.032, 1.363)
C (6.378, 1.961, 1.281)
C (5.054, 1.481, 1.145)
P (3.675, 2.628, 0.732)
C (4.434, 3.600, -0.641)
C (3.752, 3.862, 2.117)
H (3.823, -1.186, 3.588)
H (2.028, -1.435, 3.384)
H (2.677, 0.127, 3.692)
H (3.687, -3.009, 1.196)
H (3.164, -2.264, -0.344)
H (1.962, -2.641, 0.811)
H (5.530, -1.837, 1.303)
H (7.892, -1.077, 1.711)
H (8.403, 1.370, 1.343)
H (6.666, 2.985, 1.332)
H (4.885, 2.854, -1.347)
H (5.222, 4.270, -0.282)
H (3.641, 4.154, -1.130)
H (4.740, 4.351, 2.218)
H (3.609, 3.435, 3.075)
H (3.033, 4.625, 1.851)
O (-0.393, -0.758, -0.598)
P (-1.291, -1.801, -1.184)
N (-0.532, -2.553, -2.421)
C (0.141, -1.868, -3.586)
C (1.263, -2.894, -3.939)
C (0.820, -4.207, -3.301)
C (-0.541, -3.943, -2.757)
N (-2.702, -1.042, -1.712)
C (-4.435, -2.262, -3.102)
C (-5.759, -1.577, -2.848)
C (-5.928, -0.495, -1.715)
C (-4.951, -0.646, -0.541)
N (-1.743, -2.955, -0.116)
C (-0.897, -3.178, 1.076)
C (-1.853, -3.691, 2.181)
C (-3.154, -3.989, 1.409)
C (-2.920, -3.827, -0.062)
H (0.574, -0.865, -3.325)
H (-0.581, -1.763, -4.351)
H (2.243, -2.582, -3.528)
H (1.467, -2.970, -5.001)
H (1.568, -4.516, -2.548)
H (0.754, -5.014, -4.023)
H (-0.849, -4.537, -1.858)
H (-1.342, -4.174, -3.528)
H (-4.203, -2.963, -2.295)
H (-4.456, -2.869, -4.012)
H (-6.534, -2.356, -2.713)
H (-6.058, -1.059, -3.776)
H (-6.968, -0.523, -1.429)
H (-5.791, 0.468, -2.168)
H (-4.909, -1.693, -0.189)
H (-5.184, 0.009, 0.337)
H (-0.372, -2.230, 1.345)
H (-0.145, -3.943, 0.774)
H (-1.950, -2.859, 2.895)
H (-1.517, -4.570, 2.762)
H (-3.987, -3.319, 1.697)
H (-3.542, -5.032, 1.650)
H (-3.725, -3.385, -0.595)
H (-2.718, -4.819, -0.467)

Results
E_tot (eV): -114889.33092
ΔE to the lowest compared entry with this formula, charge and spin (kcal/mol): 4.1
Net charge: -1
E_LUMO (spin up / spin down) (eV): 2.045 / 2.044
Strongest force on any atom (hartree/bohr): 0.06253
2S+1: 8